# 1
78
Properties=species:S:1:pos:R:3 method="wB97M-V/def2-TZVPD" charge=+2 lumo_energy_ev="-6.1 / -10.3" homo_energy_ev="-11.99 / -13.75" spin_multiplicity=6 homo_lumo_gap_ev="5.9 / 3.4"
Ru 0.7874 -0.1668 0.1316
Cl 0.3984 -0.2076 -2.5719
P 0.2280 2.3004 -0.3250
P 0.0593 -2.2424 -0.2643
N 0.0512 0.0101 1.8205
C 1.1372 4.5509 2.9764
C -2.8896 4.7313 -1.2809
C 0.1871 3.1084 1.3127
C -1.8196 -3.5180 1.5079
C -1.0549 3.5970 3.3194
C -0.9724 2.9589 2.0878
C -1.9889 -4.4199 -3.2201
C -2.3859 -2.1674 -1.6440
C -1.2231 -4.1890 3.7678
C 3.4851 4.3299 -2.8598
C -2.1514 -4.0723 2.7447
C 2.8581 -5.3568 -0.3381
C -3.4246 2.5839 -2.2471
C -1.6887 4.2187 -0.8098
C -0.9670 -3.9550 -2.3773
C 1.6259 -4.6869 -0.2050
C 1.4509 3.2356 -1.2880
C -3.2257 -3.7652 -3.2664
C 1.2293 3.9215 1.7415
C 1.4806 -3.3714 -0.6618
C 0.0650 -3.7061 3.5598
C -3.7620 3.9163 -1.9963
C 2.5443 -2.8112 -1.3733
C 1.1215 3.9421 -2.4678
C -0.5098 -3.0796 1.2894
C 2.7937 3.0522 -0.9439
C 0.0030 4.3671 3.7794
C -3.4008 -2.6162 -2.4970
C 3.7507 -3.4943 -1.5762
C 3.8180 3.5600 -1.7554
C 3.9179 -4.7571 -1.0271
C -0.1050 0.0970 2.9775
C 0.1223 0.2273 4.3885
C 0.3983 -3.1428 2.3296
C -2.2051 2.0644 -1.7892
C -1.3628 2.8726 -1.0217
C 2.1448 4.5471 -3.1855
C -1.1657 -2.8632 -1.5296
H 2.9886 -6.3391 0.0923
H -1.8321 -5.2936 -3.8469
H -1.4807 -4.6512 4.7176
H 0.8091 -3.7509 4.3411
H -3.1229 5.7678 -1.0787
H 0.8935 0.7204 -1.5297
H -1.9057 1.0395 -2.0405
H 4.5484 -3.0382 -2.1630
H -1.8160 2.3756 1.6941
H 1.0075 0.8094 4.5448
H 0.7940 -5.1892 0.2891
H 1.3966 -2.7018 2.2136
H 0.0023 -4.4663 -2.3951
H -0.9857 4.8646 -0.2613
H 0.2505 -0.7345 4.8725
H -2.5638 -3.4002 0.7172
H 3.1097 2.4906 -0.0706
H -0.6879 0.7352 4.8991
H -3.1707 -4.4118 2.9115
H 2.4670 -1.7891 -1.7278
H 4.8579 3.3656 -1.4724
H -0.0505 4.8398 4.7535
H -4.0468 -4.1581 -3.8820
H 4.2801 4.7686 -3.4577
H 4.8747 -5.2927 -1.1408
H 1.8918 5.2099 -4.0184
H -2.5371 -1.2589 -1.0598
H -4.3449 -2.0649 -2.5548
H 1.9546 5.1806 3.3106
H -4.1148 1.9533 -2.8024
H -1.9577 3.4675 3.9167
H 2.0963 4.0757 1.0953
H -4.7015 4.3339 -2.3613
H 0.0821 4.0005 -2.8049
H 1.6590 -1.0622 1.0873

---

# 2
5
Properties=species:S:1:pos:R:3 method="wB97M-V/def2-TZVPD" lumo_energy_ev=-0.7 homo_energy_ev=-9.98 spin_multiplicity=1 homo_lumo_gap_ev=9.3
Br -1.3832 1.7186 -2.5382
Cl 0.2328 -1.4663 2.4634
Si 0.1800 0.5624 -1.4173
F 1.3271 1.6943 -1.5729
H -0.3567 -2.5090 3.0650

---

# 3
72
Properties=species:S:1:pos:R:3 method="wB97M-V/def2-TZVPD" lumo_energy_ev=0.8 smiles="C[C@H]1CC[C@]2(OC1)O[C@H]1C[C@@H]3[C@@H]4CC=C5C[C@H](O)CC[C@]5(C)[C@H]4CC[C@]3(C)[C@H]1[C@@H]2C" homo_energy_ev=-8.86 spin_multiplicity=1 homo_lumo_gap_ev=9.6
O -2.9982 0.0300 1.4676
O 6.1071 -1.4490 1.7272
O -3.4166 -0.4499 -0.7783
C -3.6925 0.4184 0.3096
C -1.1000 1.1565 -2.1261
C 3.8508 1.1135 -1.4981
C 3.1837 -2.1241 -0.4231
C -3.7593 2.9592 0.6455
C -3.7994 -1.7902 -0.5468
C -0.5989 -0.4351 1.2022
C 4.0572 -1.1254 -0.4239
C -3.0985 1.7904 -0.0807
C 2.2178 0.3781 0.3342
C 1.7047 -1.9678 -0.2666
C -5.3062 -1.9198 -0.3203
C -5.6700 -1.0275 0.8661
C 4.6024 0.8961 0.8999
C 1.3076 -0.5170 -0.5166
C -0.5792 1.1788 -0.6869
C 6.0886 0.6690 0.6450
C 6.3771 -0.8217 0.4903
C -1.6291 1.6549 0.3565
C -1.6950 0.5964 1.4775
C 5.5208 -1.3935 -0.6448
C -5.1965 0.4019 0.6106
C 3.6752 0.3249 -0.1936
C 0.6495 2.1102 -0.6613
C 1.6163 1.7875 0.4721
C -5.7010 -3.3716 -0.0795
C -0.1784 -0.2562 -0.2601
H -4.7969 3.0728 0.3433
H -5.7191 0.8195 -0.2523
H 4.8824 1.0765 -1.8356
H -1.5725 1.0342 2.4759
H 0.2341 -0.2656 1.8807
H 3.5840 2.1571 -1.3565
H -6.7494 -1.0362 1.0336
H -3.2637 -2.1828 0.3280
H -5.1904 -3.7628 0.7979
H 0.3153 3.1471 -0.5751
H -0.7583 -0.9558 -0.8691
H 4.4214 1.9660 1.0129
H -3.2341 3.8805 0.4017
H -5.3939 1.0169 1.4867
H 6.4254 1.1938 -0.2495
H -5.8195 -1.5465 -1.2140
H 3.5329 -3.1404 -0.5627
H 5.8480 -0.9370 -1.5821
H -3.4817 -2.3378 -1.4378
H 1.1788 2.0265 -1.6102
H -1.3421 2.1620 -2.4659
H -5.1770 -1.4043 1.7644
H 1.4920 -0.3091 -1.5744
H 2.4036 2.5414 0.4987
H -5.4363 -3.9882 -0.9356
H 5.6904 -2.4711 -0.7289
H 4.3589 0.4104 1.8464
H -0.3280 0.7570 -2.7817
H 3.2311 0.6963 -2.2880
H -1.9768 0.5226 -2.2115
H -1.2999 2.6094 0.7707
H -3.7205 2.8135 1.7228
H 7.4442 -0.9662 0.2391
H -6.7734 -3.4493 0.0839
H 2.2671 -0.0672 1.3338
H -3.2098 1.9309 -1.1529
H 1.4098 -2.2739 0.7421
H 6.6561 1.0485 1.4960
H 6.0457 -2.3991 1.5851
H 1.0777 1.8609 1.4185
H -0.9864 -1.4356 1.3914
H 1.1911 -2.6317 -0.9676

---

# 4
22
Properties=species:S:1:pos:R:3 method="wB97M-V/def2-TZVPD" lumo_energy_ev=0.0 smiles="O=C(C[P@@H]1=PC1)c1ccccc1" homo_energy_ev=-7.38 spin_multiplicity=1 homo_lumo_gap_ev=7.3
P 2.2811 0.3514 0.3521
P 4.1877 0.1961 1.0641
O 0.3446 3.1389 -0.5580
C -2.8211 -0.4955 1.2303
C -2.4492 -0.6772 -0.1287
C 0.3254 1.9378 -0.5615
C 1.3734 1.0412 -1.2312
C -0.8308 1.1514 -0.0858
C -1.2730 1.3538 1.2249
C 3.2404 -1.1776 0.0872
C -2.2233 0.5832 1.8662
C -1.4426 0.0272 -0.7416
H 1.1415 -0.0354 1.2532
H 3.7669 -1.2978 -0.7985
H 0.8493 0.1928 -1.6303
H -1.3183 -0.1436 -1.8129
H -2.8836 -1.4118 -0.7942
H -0.6875 2.1298 1.8769
H 2.6989 -1.8797 0.6642
H -3.4634 -1.1316 1.7924
H -2.3371 0.6918 2.8452
H 1.9571 1.5585 -1.9779

---

Number 1: calculated total energy -75125.1332 eV. Number 2: calculated total energy -93178.2230 eV. Number 3: calculated total energy -34824.7303 eV. Number 4: calculated total energy -30116.7060 eV.